ORCA calculation (ωB97M-V/def2-TZVPD) on a molecular structure, C46H41BF5N15Sr at a distorted geometry.

Calculated values
gap between HOMO and LUMO: 5.42 eV
lowest unoccupied orbital energy: 2.79 eV
E_HOMO: -2.63 eV
energy above the lowest of the compared OMol25 structures with the same formula, charge and spin: 11.588 eV
total charge: -2

Cartesian coordinates (Å):
Sr: -0.16478 0.32394 -0.72118
C: 0.79556 -3.78598 -1.11216
C: 1.83497 -2.95027 -0.44497
C: 3.06554 -3.36887 0.09748
C: 3.65583 -2.23177 0.58998
C: 4.97592 -2.10146 1.27926
N: 2.80780 -1.19802 0.35334
N: 1.68817 -1.64742 -0.29442
B: 3.02277 0.29832 0.53764
N: 2.94168 1.06414 -0.78770
N: 1.99057 0.82891 -1.74680
C: 2.27228 1.60037 -2.77726
C: 1.36411 1.65615 -3.95795
C: 3.43955 2.34697 -2.51401
C: 3.82169 1.99333 -1.24508
C: 4.96752 2.49986 -0.43616
N: 1.96648 0.91428 1.66536
N: 0.77250 1.55248 1.22715
C: 0.25582 2.52231 1.86912
C: -1.11409 3.01300 1.54771
C: 1.02977 3.05526 3.02841
C: 2.22767 0.91326 2.94444
C: 3.16341 -0.06424 3.55723
H: 0.40176 -4.53135 -0.41954
H: -0.03621 -3.16815 -1.43608
H: 1.21726 -4.30197 -1.97841
H: 3.46716 -4.36860 0.12165
H: 5.69745 -2.77430 0.81545
H: 5.37294 -1.09159 1.22092
H: 4.90401 -2.37749 2.33397
H: 4.09538 0.50345 1.02054
H: 0.60708 0.87478 -3.90978
H: 0.83816 2.61263 -3.96437
H: 1.92572 1.56287 -4.88984
H: 3.90925 3.08784 -3.13815
H: 5.37172 3.39279 -0.90795
H: 4.64758 2.77881 0.56808
H: 5.75799 1.75050 -0.34677
H: -1.15200 3.35808 0.51261
H: -1.82556 2.19341 1.66723
H: -1.38940 3.82545 2.21780
H: 1.60290 3.96085 2.84518
H: 3.23454 0.10745 4.62519
H: 2.81154 -1.07592 3.36097
H: 4.14330 0.05043 3.09433
N: -0.60983 -4.03756 -6.87861
C: -0.42650 -3.21686 -5.76797
C: -1.47638 -2.94047 -4.89808
C: -1.23868 -2.15251 -3.78490
N: -0.04460 -1.64149 -3.49110
C: 0.95413 -1.91463 -4.32110
C: 0.82423 -2.68598 -5.46429
H: -1.55813 -4.10617 -7.21022
H: 0.06238 -3.91988 -7.61883
H: -2.47040 -3.32704 -5.08686
H: -2.03549 -1.90094 -3.09628
H: 1.91721 -1.48669 -4.06039
H: 1.67798 -2.86923 -6.10515
F: -0.60883 -2.19766 6.05137
C: -0.80844 -0.93682 6.45615
C: -0.02752 0.07893 6.09021
F: 1.07815 -0.12844 5.33753
C: -0.35027 1.49413 6.42936
C: -1.16864 1.62225 7.49509
C: -1.50385 0.43939 8.32544
F: -0.27599 0.01403 8.92128
C: -1.91942 -0.52070 7.34275
C: -3.23922 -0.62915 6.99436
C: -3.65687 -1.02048 5.67624
N: -3.98017 -1.29029 4.60575
C: -4.27325 -0.17867 7.88604
N: -5.14324 0.09254 8.58975
F: -1.69156 2.82118 7.80853
C: -0.07586 2.55274 5.44308
C: -0.79274 3.81331 5.52152
N: -1.27441 4.85597 5.53289
C: 0.72157 2.56010 4.37389
N: 1.73455 1.95262 3.66644
F: -3.69293 -5.35000 0.99819
C: -3.05214 -4.15424 0.77786
C: -1.89724 -3.87446 1.47325
C: -1.25742 -2.66502 1.20347
C: -1.69721 -1.70212 0.27252
C: -2.90252 -2.07053 -0.35718
C: -3.58198 -3.26862 -0.13243
H: -1.51498 -4.58811 2.19287
H: -0.34313 -2.48217 1.76920
H: -3.34198 -1.38282 -1.07732
H: -4.50849 -3.51253 -0.63857
N: 0.31180 3.46114 -1.15697
C: 1.24743 4.02241 -0.75202
N: 2.19643 4.62038 -0.07900
C: 3.17836 5.22962 -0.70202
N: 4.08821 5.79377 -1.15231
C: -2.92965 1.81902 -5.63240
C: -3.73725 1.22682 -4.46813
C: -4.78129 2.25235 -4.00706
C: -4.45050 -0.04448 -4.94887
C: -2.82560 0.90158 -3.35704
C: -2.04905 0.64243 -2.44608
H: -3.58775 2.09743 -6.46204
H: -2.19869 1.09235 -5.99076
H: -2.38568 2.70371 -5.30093
H: -5.42415 2.55390 -4.84056
H: -4.28657 3.13658 -3.60537
H: -5.40406 1.82990 -3.21797
H: -5.12555 0.17869 -5.78187
H: -5.03010 -0.48339 -4.13603
H: -3.71959 -0.78368 -5.28085

ORCA calculation (ωB97M-V/def2-TZVPD) on a molecular structure, C46H41BF5N6NaOP2S2 at a distorted geometry.

Calculated values
gap between HOMO and LUMO: 3.36 eV
lowest unoccupied orbital energy: 3.42 eV
E_HOMO: 0.06 eV
energy above the lowest of the compared OMol25 structures with the same formula, charge and spin: 1.695 eV
total charge: -2

Cartesian coordinates (Å):
Na: 0.65879 -1.14988 0.87766
B: 1.12209 1.08932 3.98456
N: 0.62489 -0.36928 4.05376
C: 0.59309 -1.10788 5.16606
C: -0.03301 -2.30528 4.88156
C: -0.34181 -2.20258 3.53006
N: 0.06289 -1.03488 3.05016
N: 2.05859 1.29402 2.78326
C: 3.23959 1.91852 2.81946
C: 3.71439 2.03262 1.52896
C: 2.72239 1.43212 0.75936
N: 1.73469 0.99852 1.52916
H: 1.74629 1.31932 4.99016
H: 0.18529 1.83782 3.86676
H: 1.00889 -0.74668 6.08666
H: -0.23641 -3.11968 5.54846
H: -0.83671 -2.91038 2.89406
H: 3.66679 2.24282 3.74846
H: 4.63479 2.47102 1.19766
H: 2.69139 1.29652 -0.30664
O: 2.74909 -1.85268 0.69786
C: 3.16439 -1.66178 -0.39774
C: 3.53709 -1.23318 -1.58254
C: 4.91999 -1.10138 -2.00004
C: 5.22879 -0.79218 -3.28264
C: 4.22999 -0.58418 -4.25984
C: 2.90079 -0.62928 -3.88134
C: 2.50599 -0.94828 -2.59444
P: 0.79909 -0.82828 -2.03954
C: -0.05741 -2.06018 -3.09394
C: 0.59819 -3.11028 -3.72244
C: -0.11461 -4.00378 -4.50324
C: -1.48221 -3.85908 -4.66094
C: -2.14721 -2.82978 -4.01204
C: -1.43961 -1.94728 -3.22354
C: 0.25889 0.67022 -2.94914
C: 0.32599 1.88112 -2.26264
C: -0.03491 3.06422 -2.87694
C: -0.45981 3.06192 -4.19734
C: -0.51901 1.86712 -4.89664
C: -0.16431 0.68102 -4.27964
H: 5.68639 -1.22258 -1.24574
H: 6.27029 -0.68888 -3.57024
H: 4.50329 -0.37328 -5.28574
H: 2.13299 -0.41938 -4.61754
H: 1.66799 -3.22388 -3.59554
H: 0.40439 -4.81778 -4.99434
H: -2.03531 -4.56088 -5.27094
H: -3.21951 -2.71888 -4.12174
H: -1.94951 -1.15178 -2.69294
H: 0.66199 1.87882 -1.23474
H: 0.00629 3.99562 -2.32894
H: -0.73521 3.99052 -4.68124
H: -0.85501 1.86212 -5.92964
H: -0.23411 -0.24558 -4.83514
N: -2.82011 4.24082 1.46786
C: -1.48641 4.39272 1.07566
S: -0.43841 3.12312 1.08376
N: -1.17611 5.69812 0.79926
C: 0.02729 6.28442 0.44966
C: 1.10919 5.58532 -0.09434
C: 2.25409 6.26132 -0.45704
C: 2.36129 7.63612 -0.28814
C: 1.29339 8.33322 0.25626
C: 0.13929 7.67182 0.61506
H: -3.02031 3.27432 1.69066
H: -3.49901 4.63612 0.82786
H: -1.89071 6.35782 1.08156
H: 1.05499 4.51712 -0.20674
H: 3.08019 5.71332 -0.88434
H: 3.25969 8.16322 -0.57774
H: 1.36019 9.40392 0.40126
H: -0.68831 8.22112 1.04826
F: 0.22159 -9.33558 0.86186
C: 0.06289 -8.01578 0.56686
C: 0.82789 -7.03948 1.20426
F: 1.74599 -7.42318 2.12496
C: 0.64699 -5.70608 0.91066
F: 1.40489 -4.79748 1.55656
C: -0.31071 -5.24908 -0.03074
S: -0.58401 -3.62228 -0.34884
C: -1.04591 -6.27928 -0.67164
F: -1.96841 -5.94638 -1.60064
C: -0.87461 -7.61368 -0.38144
F: -1.61921 -8.55948 -1.01174
C: -4.15301 -1.70778 0.10786
P: -2.53011 -1.00078 0.66266
C: -2.74601 0.68762 -0.05294
C: -2.94571 -0.64868 2.39826
C: -2.34791 0.44232 3.01946
C: -2.52121 0.66682 4.37056
C: -3.27761 -0.21018 5.13076
C: -3.86741 -1.30698 4.52446
C: -3.70721 -1.52178 3.16686
H: -4.23631 -2.73798 0.44256
H: -4.15461 -1.72248 -0.97924
H: -5.00581 -1.13038 0.47076
H: -3.59931 1.19672 0.39736
H: -2.90101 0.59082 -1.12664
H: -1.83501 1.25792 0.11376
H: -1.69591 1.08802 2.45326
H: -2.03181 1.51072 4.83666
H: -3.38691 -0.05438 6.19716
H: -4.44681 -2.00638 5.11746
H: -4.15851 -2.39328 2.71396

ORCA calculation (ωB97M-V/def2-TZVPD) on 7 unconnected molecules or ions with the total composition C46H42Cl2NO15PS at a distorted geometry.

Calculated values
gap between HOMO and LUMO: 6.79 eV
lowest unoccupied orbital energy: -2.03 eV
SMILES string: CCO[C@H]1[C@@H]([C@@H](Cl)[C@H](C)Cl)C[C@H]([PH2]=S)[N@@H+]1C(=O)[O-].O=C1C=CC(=O)C=C1.O=C1C=CC(=O)C=C1.O=C1C=CC(=O)C=C1.O=C1C=CC(=O)C=C1.O=C1C=CC(=O)C=C1.O=C1C=CC(=O)C=C1
E_HOMO: -8.81 eV

Cartesian coordinates (Å):
C: 3.26337 1.98815 5.36186
C: 1.82736 2.56773 4.84686
O: 0.83020 1.52136 4.66220
C: -0.16661 2.00578 3.74014
C: -0.01767 1.60096 2.15797
C: 0.12827 0.01893 1.91202
Cl: -1.08311 -0.63340 0.64846
C: 1.60005 -0.40824 1.33387
C: 2.73080 -0.06774 2.42338
Cl: 1.94277 0.51365 -0.24220
C: -1.43038 2.28921 1.66531
C: -2.36907 1.73206 2.84758
P: -4.10159 2.51311 2.79540
S: -3.99859 4.10023 1.62497
N: -1.60485 1.65410 4.13730
C: -1.95939 2.54942 5.28603
O: -2.27937 3.77872 5.19027
O: -1.87075 1.96165 6.55415
H: 4.05906 2.82523 5.31021
H: 3.12859 1.59396 6.42828
H: 3.65645 1.14264 4.69288
H: 1.44596 3.25709 5.69296
H: 2.05492 3.12770 3.87162
H: -0.19401 3.15404 3.80973
H: 0.74305 2.32308 1.68151
H: -0.01415 -0.49154 2.93803
H: 1.56386 -1.54500 1.14910
H: 3.66348 -0.69183 2.19770
H: 3.05186 1.03745 2.38903
H: 2.30039 -0.35064 3.45612
H: -1.16996 3.41658 1.72192
H: -1.79702 2.05451 0.61053
H: -2.60655 0.61558 2.63556
H: -4.94182 1.56749 2.08135
H: -4.65591 2.83357 4.07556
H: -1.50266 0.65312 4.40390
C: 6.68089 4.31421 2.13836
C: 7.98707 4.58360 2.12126
C: 8.76495 4.68761 3.37392
O: 9.95586 4.93521 3.35940
C: 8.03974 4.48000 4.64540
C: 6.73360 4.21063 4.66229
C: 5.95596 4.10665 3.40957
O: 4.76278 3.85856 3.42374
H: 6.09570 4.23517 1.23062
H: 8.53318 4.73761 1.19879
H: 8.62479 4.55903 5.55315
H: 6.18757 4.05670 5.58493
C: 0.37491 -2.44925 -3.63303
C: 0.71211 -2.46410 -2.34275
C: 0.26846 -3.55032 -1.44655
O: 0.57660 -3.56130 -0.26730
C: -0.56334 -4.62184 -2.03342
C: -0.90134 -4.60825 -3.32346
C: -0.45659 -3.52085 -4.22106
O: -0.76327 -3.50830 -5.40098
H: 0.69121 -1.65990 -4.30327
H: 1.31922 -1.68902 -1.89461
H: -0.87942 -5.41067 -1.36219
H: -1.50994 -5.38453 -3.76873
C: -3.58528 6.37907 10.23235
C: -4.57160 5.53789 9.91939
C: -4.46482 4.62979 8.75731
O: -5.36646 3.86284 8.46999
C: -3.22297 4.68936 7.95781
C: -2.23686 5.53101 8.27143
C: -2.34299 6.43843 9.43222
O: -1.44184 7.20643 9.72091
H: -3.64665 7.05148 11.07910
H: -5.48738 5.48137 10.49517
H: -3.16038 4.01755 7.11113
H: -1.32137 5.58734 7.69563
C: -4.33895 -2.98532 -8.00965
C: -3.69891 -3.84020 -7.21045
C: -4.36879 -4.44162 -6.03867
O: -3.78381 -5.22088 -5.30741
C: -5.77458 -4.06124 -5.78694
C: -6.41474 -3.20647 -6.58594
C: -5.74502 -2.60453 -7.75846
O: -6.32901 -1.82609 -8.48906
H: -3.86359 -2.53466 -8.87187
H: -2.66922 -4.13014 -7.38035
H: -6.24968 -4.51203 -4.92450
H: -7.44425 -2.91665 -6.41547
C: -0.54211 -9.66652 -4.65282
C: -0.67427 -10.33036 -5.80216
C: -1.48155 -9.78486 -6.91441
O: -1.60412 -10.39107 -7.96292
C: -2.13451 -8.47556 -6.70370
C: -2.00221 -7.81204 -5.55406
C: -1.19565 -8.35737 -4.44317
O: -1.07377 -7.74916 -3.39484
H: 0.04452 -10.05113 -3.82775
H: -0.20191 -11.28992 -5.97277
H: -2.72108 -8.09037 -7.52855
H: -2.47429 -6.85222 -5.38279
C: 3.15442 0.79533 -5.69679
C: 3.93010 1.38154 -6.60979
C: 3.34821 2.14442 -7.73436
O: 4.05498 2.67783 -8.56875
C: 1.87435 2.23358 -7.80666
C: 1.09885 1.64723 -6.89347
C: 1.68082 0.88465 -5.76935
O: 0.97314 0.35050 -4.93379
H: 3.56359 0.23218 -4.86715
H: 5.01101 1.32642 -6.57087
H: 1.46505 2.79661 -8.63612
H: 0.01791 1.70221 -6.93219

ORCA calculation (ωB97M-V/def2-TZVPD) on a molecular structure, C46H42IN6O2PS2V at a distorted geometry.

Calculated values
<S²>: 3.7899
gap between HOMO and LUMO (alpha / beta): 5.13 / 7.72 eV
lowest unoccupied orbital energy (alpha / beta): -0.25 / -0.20 eV
E_HOMO (alpha / beta): -5.38 / -7.92 eV
2S+1: 4

Cartesian coordinates (Å):
V: 0.10252 -0.16789 -0.20587
C: 0.32924 -4.41128 -1.43056
C: 1.60977 -3.67219 -1.71565
N: 2.58310 -4.28356 -2.39596
C: 3.74697 -3.60476 -2.55760
C: 4.03109 -2.39469 -1.98513
C: 5.38423 -1.77932 -2.14885
O: 5.34936 -0.46945 -2.74283
C: 3.00250 -1.74707 -1.23997
C: 3.23729 -0.61931 -0.40577
N: 2.29002 -0.08389 0.42926
C: 2.68408 0.83058 1.38629
C: 3.76835 1.70994 1.24292
C: 4.10718 2.61176 2.24202
C: 3.37490 2.67654 3.42400
C: 2.28364 1.83267 3.58881
C: 1.95318 0.94406 2.57963
I: 0.28399 -0.28992 2.83001
C: 1.76856 -2.38143 -1.23494
O: 0.70190 -1.71715 -0.70511
H: 0.26741 -5.29768 -2.05852
H: 0.30933 -4.72177 -0.38128
H: -0.54517 -3.78220 -1.59835
H: 4.50055 -4.10996 -3.15909
H: 5.87307 -1.63997 -1.18496
H: 6.01042 -2.45069 -2.73954
H: 4.91778 -0.55519 -3.59887
H: 4.25652 -0.26116 -0.33847
H: 4.32756 1.69506 0.31455
H: 4.95421 3.27301 2.09473
H: 3.64538 3.37112 4.20943
H: 1.70034 1.86343 4.50075
C: 2.78424 5.54996 -0.82636
C: 2.02222 4.25849 -0.68841
C: 1.26912 3.98808 0.44404
C: 0.59165 2.79358 0.54636
N: 0.62193 1.84880 -0.41000
C: 1.36908 2.09746 -1.49659
C: 2.06264 3.27723 -1.66913
H: 2.14045 6.40519 -0.61684
H: 3.20279 5.66052 -1.82623
H: 3.60860 5.57248 -0.10709
H: 1.20638 4.69967 1.25872
H: -0.00961 2.58189 1.41868
H: 1.38556 1.33010 -2.25949
H: 2.62461 3.43120 -2.58218
N: -2.98987 0.37613 -3.38453
C: -2.14878 -0.67329 -3.57933
S: -0.47488 -0.48640 -3.53518
N: -2.79151 -1.83361 -3.82605
C: -2.33412 -3.13668 -4.20018
C: -1.05967 -3.43069 -4.67310
C: -0.75331 -4.73816 -5.04051
C: -1.69414 -5.75073 -4.94284
C: -2.96832 -5.44823 -4.47265
C: -3.28552 -4.15047 -4.10858
H: -2.57516 1.22061 -3.03140
H: -3.95141 0.21048 -3.12880
H: -3.77834 -1.81803 -3.63170
H: -0.31326 -2.65965 -4.74589
H: 0.24666 -4.95671 -5.39875
H: -1.44203 -6.76508 -5.22829
H: -3.71824 -6.22633 -4.38696
H: -4.27790 -3.92030 -3.72972
S: -3.68890 -2.74037 -0.57866
C: -2.56996 -1.57429 -0.46991
N: -1.78475 -0.69831 -0.38981
C: -2.72166 4.78088 4.24819
C: -3.18904 3.47297 4.29200
C: -3.18830 2.68475 3.14511
C: -2.75057 3.19267 1.91805
C: -2.24247 4.49710 1.90338
C: -2.24232 5.28716 3.04999
P: -2.58323 2.10346 0.41160
C: -2.73341 3.35881 -0.92631
C: -3.65249 4.41301 -0.88663
C: -3.74350 5.31396 -1.93612
C: -2.91138 5.18384 -3.04725
C: -1.99586 4.14354 -3.10202
C: -1.91434 3.23607 -2.04485
C: -4.23349 1.28925 0.28449
C: -5.11715 1.50922 -0.77576
C: -6.31175 0.79904 -0.86950
C: -6.65982 -0.11933 0.11097
C: -5.77937 -0.36757 1.15432
C: -4.56256 0.29928 1.21326
H: -2.71379 5.39049 5.14435
H: -3.55240 3.05672 5.22495
H: -3.53474 1.66365 3.22363
H: -1.84414 4.90963 0.98518
H: -1.86818 6.30350 3.00014
H: -4.30429 4.52409 -0.02632
H: -4.46836 6.11796 -1.89398
H: -2.98921 5.88553 -3.87114
H: -1.34970 4.02518 -3.96459
H: -1.20027 2.42083 -2.09840
H: -4.88274 2.24132 -1.53744
H: -6.97234 0.96913 -1.71304
H: -7.60149 -0.65399 0.05212
H: -6.02267 -1.10660 1.90904
H: -3.84068 -0.00012 1.96412

Values for electronic energy, eV, ordered as above
-85814.04936, -118285.52251, -125743.64828, -126168.80509